The following is a DFT calculation (ωB97M-V/def2-TZVPD) of a 12-piece molecular cluster, C4H33N2O11S overall.

Results
- Energy: -41022.0963 eV
- Frontier orbital gap: 7.1 eV
- HOMO level: -4.479 eV
- Relative energy (zero: lowest compared OMol25 entry of this formula, charge and spin): 190.5 kJ/mol
- Total charge: -1

```
51
Properties=species:S:1:pos:R:3:mulliken_charge:R:1
S 3.3633 0.9208 -1.0497 -0.547
O -2.7161 -0.7399 -0.3679 -0.720
O 0.0236 -3.3942 -2.1095 -0.784
O -1.3327 1.8668 -1.8042 -0.708
O -0.5894 3.1193 1.9173 -0.669
O -3.2480 2.8208 0.1044 -0.760
O 1.6173 0.2902 -4.0876 -0.693
O -1.9630 0.8941 1.5245 -1.087
O -1.7871 -0.2507 3.8946 -0.714
O 2.3081 -2.4144 -2.3764 -0.744
O -1.2051 -0.6263 -2.2849 -0.754
O 1.0208 2.8711 -1.5146 -0.813
N -0.8765 -2.9124 0.9677 -0.367
N 0.1945 -0.6310 0.9157 0.564
C -0.0777 -1.8622 1.7474 -0.793
C 1.4752 0.1008 1.1133 0.920
C 2.7410 -0.2272 0.1962 -0.381
C 2.0140 -0.0046 2.5770 -1.664
H 1.6487 2.4130 -0.8664 0.250
H -0.4675 2.1922 -1.6668 0.532
H -0.0071 3.5735 1.2678 0.306
H 3.6688 -0.5283 0.7666 0.177
H -0.6841 -1.5767 2.6475 0.270
H -2.0035 -0.4009 2.8677 0.416
H -2.5879 3.5790 0.4227 0.385
H 2.3694 0.6539 -3.5834 0.275
H 1.3872 2.6090 -2.3457 0.290
H -1.0042 0.4416 1.5895 0.255
H -3.4207 -0.3664 -0.9780 0.280
H -1.2619 0.4430 -2.2264 0.403
H -1.8284 -3.0546 1.4070 0.216
H 1.6409 0.6721 3.3121 0.324
H -0.7770 -3.1323 -0.0085 0.184
H 0.8648 -2.2700 2.0907 0.347
H 2.0430 -1.5052 -2.6874 0.395
H -2.1411 -1.1449 -1.0711 0.436
H 2.6559 -2.1270 -1.5428 0.370
H 2.3824 -1.1083 -0.3009 -0.322
H 0.9504 0.1396 -3.4226 0.257
H 1.0911 1.1465 0.8384 -0.100
H -2.3033 0.3808 0.7444 0.665
H -1.0132 2.3009 1.5297 0.329
H -0.2333 -2.5054 -1.8146 0.182
H 0.9084 -3.1736 -2.4208 0.539
H -0.8794 -1.0915 -3.0536 0.277
H -1.7855 0.7810 3.9929 0.320
H -1.8866 2.1853 -1.0426 0.356
H 3.0653 0.1299 2.4556 0.594
H 0.0742 -0.6749 -0.1392 -0.053
H -3.1930 2.1577 0.7541 0.301
H 1.7652 -0.9601 3.1206 0.259
```